No. 1
Formula: C46H110N19O5P5
Source: the OMol25 dataset
Level of theory: ωB97M-V with the def2-TZVPD basis set

## Properties
Structure (SMILES)   CN(C)P(=O)(N(C)C)N(C)C.CN(C)P(=O)(N(C)C)N(C)C.CN(C)P(=O)(N(C)C)N(C)C.CN(C)P(=O)(N(C)C)N(C)C.CN(C)P(=O)(N(C)C)N(C)C.c1cc[nH]c1.c1cc[nH]c1.c1cc[nH]c1.c1cc[nH]c1

Structure (XYZ):
```
185
Properties=species:S:1:pos:R:3:forces:R:3
C -5.091 0.530 -0.824 -1.4 -0.4 -0.1
N -5.641 1.803 -1.249 0.0 0.4 -1.4
C -5.055 2.936 -0.510 0.0 -0.7 -1.1
P -7.162 2.063 -2.060 0.4 -0.8 1.7
O -7.292 3.366 -2.757 0.4 -0.7 0.4
N -7.528 0.645 -3.007 2.3 1.0 0.8
C -8.909 0.570 -3.402 -0.8 0.5 -0.5
C -6.563 0.285 -4.092 -0.2 -0.3 0.7
N -8.236 2.001 -0.739 -0.3 0.0 -0.9
C -8.727 3.217 -0.121 -0.3 0.6 -0.6
C -8.399 0.888 0.171 0.7 -0.3 -0.1
H -5.571 -0.230 -1.441 0.7 -0.3 -0.2
H -5.405 0.242 0.179 -0.1 0.2 0.5
H -4.002 0.514 -0.797 0.0 0.0 -0.5
H -5.270 3.838 -1.084 -0.5 0.3 0.8
H -3.968 2.881 -0.547 0.2 -0.4 -0.1
H -5.312 2.838 0.545 -0.4 0.8 0.1
H -9.548 0.181 -2.609 0.0 -0.1 0.0
H -9.274 1.553 -3.702 -0.3 0.2 0.1
H -9.029 -0.018 -4.311 0.2 -0.4 0.2
H -6.675 -0.780 -4.293 -0.1 -0.1 0.0
H -6.679 0.810 -5.040 -0.3 0.3 0.1
H -5.523 0.412 -3.789 -0.1 0.2 0.3
H -8.478 4.121 -0.676 0.2 -0.3 -0.3
H -9.816 3.185 -0.095 -0.2 0.0 0.3
H -8.340 3.370 0.886 0.1 -0.3 0.2
H -7.803 1.049 1.069 0.1 0.1 0.3
H -8.048 -0.060 -0.236 -0.1 0.1 -0.3
H -9.437 0.777 0.486 -0.1 0.0 -0.1
C 6.942 -1.444 -0.893 -0.8 0.2 -2.0
N 7.029 -0.918 0.420 -0.6 1.0 0.5
C 7.860 -1.694 1.259 -0.2 -0.8 1.7
P 6.629 0.681 0.894 -1.0 -0.5 -3.6
O 6.841 0.969 2.300 0.9 0.0 1.2
N 7.562 1.556 -0.231 0.6 0.9 -0.2
C 9.052 1.678 -0.027 -1.8 -0.1 -0.4
C 7.192 1.852 -1.637 -0.9 -0.8 1.4
N 4.976 0.879 0.417 1.3 -1.3 -0.2
C 4.360 2.189 0.475 -0.6 -0.2 0.6
C 4.078 -0.280 0.672 0.8 0.3 -0.2
H 7.839 -1.540 -1.505 1.0 -0.3 0.7
H 6.400 -0.855 -1.633 -0.7 0.6 0.6
H 6.426 -2.404 -0.899 0.1 -0.3 0.1
H 7.515 -1.545 2.283 0.6 0.4 0.3
H 8.929 -1.510 1.150 0.2 0.1 0.1
H 7.685 -2.763 1.146 0.0 -0.2 -0.5
H 9.267 2.719 0.216 0.3 -0.2 0.6
H 9.382 0.914 0.678 0.2 0.5 0.2
H 9.526 1.502 -0.993 0.1 -0.3 0.0
H 7.611 1.105 -2.311 0.1 0.0 -0.1
H 6.107 1.746 -1.628 0.0 0.2 -0.6
H 7.479 2.845 -1.981 0.1 0.1 0.3
H 4.980 2.940 -0.014 -0.2 0.0 0.0
H 3.349 2.126 0.074 0.1 0.0 -0.9
H 4.095 2.502 1.485 0.6 0.2 0.4
H 4.714 -1.165 0.707 -0.2 0.0 0.3
H 3.383 -0.459 -0.148 -0.1 0.4 -0.2
H 3.490 -0.203 1.586 0.1 0.2 0.2
C 0.395 -5.049 -2.409 -1.1 -0.3 -1.1
N -0.413 -4.327 -1.451 -0.3 1.0 1.7
C 0.253 -4.258 -0.122 -0.4 0.2 -0.1
P -2.122 -4.032 -1.560 1.0 -0.2 -0.3
O -2.627 -2.938 -0.631 1.2 -1.9 -2.0
N -2.361 -3.653 -3.236 -0.3 -0.9 3.6
C -1.870 -2.356 -3.603 1.2 0.6 0.8
C -2.247 -4.680 -4.215 -0.4 -0.3 -1.7
N -2.730 -5.604 -1.353 -1.2 0.2 -0.1
C -4.114 -5.916 -1.819 0.9 0.7 -0.3
C -2.288 -6.492 -0.227 0.5 0.7 -1.4
H 1.471 -4.943 -2.270 -0.2 0.2 0.3
H 0.166 -4.730 -3.426 0.2 0.3 0.0
H 0.128 -6.105 -2.426 0.2 -0.4 0.2
H -0.495 -4.212 0.669 0.1 0.3 0.1
H 0.947 -3.422 -0.039 -0.2 0.5 -0.1
H 0.901 -5.108 0.093 -0.3 -0.5 -0.3
H -0.780 -2.346 -3.579 0.6 -0.3 -0.8
H -2.216 -1.993 -4.571 -0.3 0.0 0.2
H -1.999 -1.654 -2.779 -1.0 0.2 -0.2
H -3.213 -4.764 -4.712 0.0 0.0 -0.6
H -1.486 -4.349 -4.922 0.0 -0.2 -0.4
H -2.012 -5.713 -3.959 0.2 0.3 0.9
H -4.387 -5.172 -2.568 -0.2 0.2 0.2
H -4.119 -6.856 -2.372 0.0 -0.3 0.3
H -4.847 -5.925 -1.012 0.0 0.0 0.0
H -2.897 -7.396 -0.239 -0.2 0.2 0.1
H -2.314 -6.001 0.746 0.0 -0.1 0.0
H -1.282 -6.810 -0.502 0.2 0.0 0.5
C 0.527 1.028 6.858 0.0 -0.9 -1.3
N 0.531 0.789 5.364 2.2 -2.1 1.6
C -0.365 1.609 4.606 0.9 0.2 -0.7
P 1.599 -0.384 4.572 -1.1 1.9 3.5
O 1.442 -0.313 3.125 -0.1 -0.2 -1.5
N 3.128 0.083 5.176 -1.0 -0.9 0.1
C 3.526 1.488 5.046 1.2 -0.6 0.4
C 4.213 -0.896 4.909 -0.5 1.0 -0.2
N 1.205 -1.901 5.204 2.2 1.6 -1.7
C 1.237 -2.048 6.620 -0.9 0.1 0.7
C 1.026 -3.020 4.313 -0.2 -0.4 0.3
H 0.564 2.079 7.144 0.1 0.2 -0.4
H 1.361 0.520 7.342 0.0 0.1 -0.2
H -0.385 0.599 7.271 -0.1 0.1 0.2
H 0.301 2.125 3.914 -0.6 0.7 -0.4
H -0.826 2.317 5.294 -0.3 0.0 -0.4
H -1.078 1.044 4.005 -0.3 0.1 0.2
H 4.077 1.678 4.125 -0.8 0.2 -0.8
H 2.743 2.199 5.310 0.0 -0.2 -0.4
H 4.372 1.635 5.718 -0.2 0.1 0.7
H 5.135 -0.641 5.431 -0.2 0.1 0.4
H 3.877 -1.884 5.225 0.1 0.0 -0.3
H 4.462 -0.812 3.851 0.1 -0.6 -0.2
H 2.123 -1.571 7.039 -0.1 0.0 0.3
H 0.310 -1.580 6.949 0.2 0.2 0.9
H 1.173 -3.071 6.991 0.2 -0.2 -0.5
H -0.049 -3.051 4.133 0.1 -0.7 -0.7
H 1.392 -3.924 4.800 -0.3 -0.2 0.3
H 1.643 -2.981 3.416 -0.4 0.5 -0.2
C 1.821 -0.317 -2.745 0.1 0.5 -1.0
N 2.770 0.274 -3.687 0.8 -1.8 -1.5
C 3.920 0.956 -3.093 -0.8 0.3 -0.7
P 2.422 0.335 -5.376 -2.4 1.0 2.1
O 3.513 0.663 -6.287 0.8 0.5 0.1
N 1.635 -1.122 -5.773 1.1 2.2 2.2
C 2.078 -2.356 -5.176 -0.8 -0.1 -0.4
C 0.749 -1.220 -6.865 -0.6 0.9 -1.0
N 1.205 1.594 -5.315 0.7 0.1 -1.9
C -0.108 1.463 -4.704 0.7 -0.7 0.2
C 1.561 2.984 -5.696 0.6 -0.9 -0.7
H 1.308 0.485 -2.214 0.0 -0.2 0.5
H 2.317 -1.038 -2.095 0.0 0.1 0.3
H 1.077 -0.864 -3.325 -0.2 0.0 0.2
H 3.590 1.964 -2.840 0.3 0.3 0.4
H 4.732 1.060 -3.812 0.0 -0.2 0.0
H 4.247 0.452 -2.184 0.1 -0.1 0.0
H 2.833 -2.210 -4.403 0.1 0.0 -0.3
H 1.190 -2.786 -4.713 0.0 -0.6 0.3
H 2.382 -3.004 -5.999 0.5 -0.4 0.3
H -0.071 -1.910 -6.665 0.1 -0.4 -0.1
H 0.260 -0.264 -7.052 0.0 0.2 0.2
H 1.278 -1.408 -7.799 -0.1 -0.7 -0.2
H -0.410 0.420 -4.801 -0.2 -0.1 0.1
H -0.074 1.692 -3.639 -0.2 0.2 0.2
H -0.866 2.082 -5.182 0.1 0.1 -0.2
H 1.851 3.599 -4.845 -0.4 0.2 0.1
H 0.821 3.440 -6.354 -0.7 0.1 0.6
H 2.402 3.036 -6.388 0.4 -0.7 0.3
C 3.964 5.946 2.260 0.2 -0.1 0.1
C 3.249 4.827 2.724 -0.7 -0.4 1.1
C 1.888 5.064 2.554 1.3 0.3 -1.2
N 1.803 6.249 1.841 0.4 0.4 0.6
C 3.073 6.824 1.743 -0.7 -0.2 -0.6
H 5.029 6.120 2.310 -0.1 -0.2 0.0
H 3.733 4.016 3.247 -0.4 -0.2 0.0
H 0.989 4.487 2.715 0.2 -0.1 0.2
H 0.908 6.661 1.620 0.4 0.2 -0.1
H 3.372 7.721 1.222 -0.8 0.2 0.0
C -3.447 3.342 4.449 0.8 0.5 -2.2
C -2.602 4.502 4.210 0.1 -1.4 -1.1
C -2.027 4.338 2.937 -0.3 -0.6 1.2
N -2.438 3.103 2.427 0.0 2.2 0.2
C -3.360 2.597 3.257 -0.2 -1.1 2.0
H -4.026 3.071 5.320 0.0 0.2 -0.1
H -2.342 5.282 4.910 -0.2 0.1 -0.2
H -1.344 4.999 2.424 0.0 -0.2 -0.1
H -2.183 2.679 1.546 0.1 0.2 0.0
H -3.722 1.604 3.039 -0.3 0.0 0.1
C -3.666 -2.396 4.025 0.3 -0.8 0.2
C -2.788 -1.304 3.965 0.3 1.3 -1.8
C -2.541 -1.106 2.617 1.0 0.0 -1.3
N -3.098 -2.095 1.843 -0.7 0.5 3.2
C -3.793 -2.880 2.738 -0.5 -0.5 -0.9
H -4.027 -2.813 4.954 -0.3 -0.2 -0.3
H -2.397 -0.585 4.670 -0.3 -0.4 0.5
H -1.936 -0.411 2.054 0.2 0.4 0.5
H -3.094 -2.199 0.838 0.2 -0.1 -0.1
H -4.357 -3.689 2.297 -0.1 -0.2 0.5
C -1.245 0.793 -0.922 0.8 -1.5 -0.1
C -0.701 2.021 -0.472 -0.9 0.5 0.1
C 0.163 1.735 0.540 1.2 -0.2 0.1
N 0.329 0.383 0.612 -0.8 0.0 -0.3
C -0.547 -0.222 -0.261 -0.1 1.0 0.2
H -1.960 0.557 -1.697 0.0 0.4 0.0
H -0.919 3.034 -0.777 -0.2 -0.1 -0.1
H 0.740 2.402 1.163 0.0 -0.1 0.0
H 0.880 -0.079 1.321 0.0 -0.1 0.3
H -0.617 -1.298 -0.309 -0.1 0.1 -0.1
```
Positions in Å, forces in eV/Å.

No. 2
Formula: ClH2N2P
Source: the OMol25 dataset
Level of theory: ωB97M-V with the def2-TZVPD basis set

## Properties
Energy relative to the best compared isomer or geometry (same formula, charge and spin)   166.5 kJ/mol
Structure (SMILES)   N/N=P/Cl

Structure (XYZ):
```
6
Properties=species:S:1:pos:R:3:forces:R:3
N 0.683 0.873 -0.395 -0.6 -0.1 1.7
N -0.085 -0.278 -0.305 0.5 1.4 0.9
P -1.071 -0.574 0.963 1.7 1.3 -1.3
Cl -1.699 -2.360 0.364 -0.7 -1.2 -0.2
H 0.775 1.439 0.535 0.3 -1.2 -2.8
H 1.399 0.900 -1.163 -1.2 -0.2 1.6
```
Positions in Å, forces in eV/Å.

| no. | lowest unoccupied orbital energy (eV) |
| --- | --- |
| 1 | 0.28 |
| 2 | -0.01 |